A gas-phase ion, C3H10NS2 (charge +1) in a non-equilibrium geometry, computed with ωB97M-V with the def2-TZVPD basis set.

XYZ file:
```
16
Properties=species:S:1:pos:R:3:forces:R:3
C -3.047 -0.322 0.879 0.978 0.025 -0.535
S -1.504 -1.015 0.039 -0.051 0.540 1.989
S -0.099 -0.128 1.388 -0.228 -0.533 -1.407
C 0.681 1.068 0.254 -0.296 0.403 -0.275
C 1.412 0.505 -0.992 0.959 -0.358 1.574
N 1.985 -0.888 -0.647 -2.111 0.576 -0.286
H -3.144 0.606 0.337 -0.939 0.080 -0.056
H -3.830 -1.065 0.788 -0.192 0.185 -0.418
H -2.938 -0.077 1.936 0.538 -0.365 -0.105
H -0.082 1.772 -0.086 0.069 -0.064 -0.025
H 1.357 1.642 0.890 0.162 -0.083 -0.073
H 2.306 1.087 -1.234 -0.313 0.166 0.018
H 0.837 0.399 -1.897 -0.535 -0.105 0.022
H 1.323 -1.386 -0.022 -0.066 0.423 0.169
H 1.904 -1.387 -1.530 1.433 -0.484 0.107
H 2.838 -0.810 -0.103 0.593 -0.406 -0.699
```
Forces are in eV/Å.

Results
orbital gap = 9.115 eV
E_tot = -971.1682 hartree
ΔE to the lowest compared entry with this formula, charge and spin = 69.2 kJ/mol
charge = +1
SMILES = CSSCC[NH3+]